ORCA calculation (wB97M-V/def2-TZVPD) on the ion C8H16NO6 with charge +1 at a distorted geometry.

XYZ file:
```
31
C8H16NO6 | the OMol25 dataset | wB97M-V/def2-TZVPD
C 0.740 -1.314 -1.358
C -0.545 -0.707 -0.996
C 1.949 -1.293 -0.517
C -0.867 -0.251 0.299
C 2.506 0.186 -0.238
C 1.437 1.197 0.164
C -2.459 1.536 -0.284
C -3.352 -0.604 0.531
N -2.206 0.339 0.550
O 1.732 -2.003 0.769
O -0.405 -0.692 1.511
O 3.177 0.584 -1.326
O 3.164 -0.031 0.981
O 1.252 1.421 1.461
O 1.001 2.049 -0.793
H 1.010 -1.678 -2.410
H -1.265 -0.652 -1.760
H 2.780 -1.735 -1.019
H -1.716 1.604 -1.100
H -3.493 1.514 -0.657
H -2.356 2.336 0.338
H -4.027 -0.369 -0.402
H -2.930 -1.623 0.319
H -3.975 -0.680 1.403
H -2.278 0.621 1.592
H 1.857 -2.918 0.501
H 0.230 -1.508 1.557
H 3.006 1.598 -1.359
H 3.712 -0.735 0.735
H 1.961 1.106 2.054
H 0.358 2.699 -0.546
```

Calculated values
Charge = +1
Frontier orbital gap (alpha / beta) = 5.91 / 7.85 eV
Calculated total energy = -820.190973 a.u.
HOMO energy (alpha / beta) = -0.359 / -0.387 Ha
Molar mass = 222.22 g mol⁻¹
LUMO (alpha / beta) = -0.141 / -0.099 Eh

***

ORCA calculation (wB97M-V/def2-TZVPD) on a cluster of 2 separate species, C11H14N2O in total at a distorted geometry.

XYZ file:
```
28
C11H14N2O | the OMol25 dataset | wB97M-V/def2-TZVPD
C -3.799 1.412 1.676
C -1.477 0.825 1.114
C -2.742 1.277 0.632
C -0.389 0.669 0.305
C -0.564 0.916 -1.068
C -2.812 1.516 -0.724
C -1.739 1.341 -1.629
O 0.615 0.993 -1.821
H -1.308 0.561 2.154
H 0.514 0.244 0.702
H -4.123 0.401 1.901
H -4.566 2.164 1.457
H -3.653 1.959 -1.225
H 1.289 0.387 -1.487
H -1.809 1.448 -2.700
H -3.530 1.802 2.672
C 3.325 0.215 -0.598
C 1.861 -2.551 1.127
C 2.797 -1.140 -0.251
C 2.385 -2.214 -1.001
N 2.393 -1.387 1.044
N 1.870 -3.171 -0.118
H 1.470 -3.046 2.000
H 1.176 -3.807 -0.480
H 2.479 -2.483 -2.030
H 2.995 0.494 -1.592
H 4.374 0.277 -0.239
H 2.970 0.900 0.180
```

Calculated values
SMILES string = Cc1ccc(O)cc1.Cc1c[nH]cn1
Frontier orbital gap = 9.04 eV
Calculated total energy = -612.272059 a.u.
HOMO energy = -0.303 Ha
Molar mass = 190.25 g mol⁻¹
LUMO = 0.030 Eh